1.
Entry from the Open Molecules 2025 dataset: a structure of composition C20H39Cl5N6OSi4TeZn (ωB97M-V/def2-TZVPD).

ORCA input file:
```
! RIJCOSX wB97M-V def2-TZVPD def2/J DEFGRID3
* xyz 0 1
Zn -2.313 0.479 -2.273
C 2.036 1.490 -3.982
N 1.381 2.381 -3.041
C 2.012 3.645 -2.705
C 0.150 2.047 -2.564
N -0.515 1.021 -3.014
N -0.341 2.849 -1.577
C -1.579 2.704 -0.828
N -1.599 3.787 0.093
N -2.435 1.807 -0.884
H 3.079 1.784 -4.071
H 1.580 1.525 -4.976
H 2.012 0.462 -3.616
H 2.806 3.840 -3.421
H 2.457 3.635 -1.704
H 1.300 4.469 -2.772
H -0.083 0.575 -3.809
H 0.334 3.427 -1.106
H -1.463 4.688 -0.348
H -2.481 3.770 0.585
H -0.407 0.378 -0.071
Cl -1.702 2.392 -8.955
C -2.250 1.779 -7.439
C -1.741 0.586 -6.936
Cl -0.542 -0.279 -7.825
C -2.187 0.097 -5.715
Cl -1.554 -1.386 -5.079
C -3.141 0.777 -4.930
O -3.538 0.336 -3.780
C -3.637 1.985 -5.471
Cl -4.780 2.853 -4.521
C -3.206 2.472 -6.695
Cl -3.839 3.956 -7.300
N -2.260 -2.666 -1.293
C -2.275 -1.566 -1.633
H -2.164 -3.599 -0.946
C 4.213 -0.361 2.412
Si 2.641 -0.184 3.423
C 2.875 -1.022 5.089
C 2.261 1.638 3.661
Si 0.858 -1.178 2.282
Te 1.034 -0.428 -0.133
Si 0.996 -3.513 2.272
C 0.505 -4.176 3.961
C 2.748 -4.055 1.868
C -0.170 -4.217 0.972
Si -1.212 -0.468 3.132
C -2.579 -1.602 2.522
C -1.086 -0.603 5.005
C -1.602 1.292 2.643
H 5.054 0.108 2.929
H 4.102 0.121 1.439
H 4.465 -1.410 2.243
H 3.671 -0.533 5.657
H 3.152 -2.071 4.964
H 1.963 -0.986 5.690
H 3.108 2.157 4.115
H 1.392 1.784 4.307
H 2.047 2.115 2.701
H 1.128 -3.752 4.751
H 0.611 -5.264 3.997
H -0.535 -3.935 4.192
H 3.448 -3.712 2.633
H 3.074 -3.646 0.908
H 2.819 -5.144 1.811
H -1.201 -3.928 1.196
H -0.112 -5.308 0.953
H 0.101 -3.833 -0.014
H -2.432 -2.630 2.861
H -2.626 -1.598 1.431
H -3.549 -1.262 2.895
H -0.801 -1.609 5.321
H -2.046 -0.364 5.469
H -0.344 0.096 5.399
H -1.880 1.366 1.589
H -0.760 1.964 2.822
H -2.451 1.650 3.234
*
```

Values from the calculation:
Orbital gap = 7.88 eV
Total energy = -182199.164 eV
HOMO = -7.74 eV
Energy relative to the best compared isomer or geometry (same formula, charge and spin) = 1.022 eV
Molar mass = 862.17 g/mol

Löwdin population analysis, charges in e, atoms 1 to 8: atom 1 (Zn): 0.51, atom 2 (C): -0.04, atom 3 (N): -0.15, atom 4 (C): -0.05, atom 5 (C): -0.48, atom 6 (N): 0.08, atom 7 (N): 0.13, atom 8 (C): -0.62

2.
Entry from the Open Molecules 2025 dataset: a cluster of 2 separate species, C9H13NO2 in total in a non-equilibrium geometry (ωB97M-V/def2-TZVPD).

ORCA input file:
```
! RIJCOSX wB97M-V def2-TZVPD def2/J DEFGRID3
* xyz 0 1
C 0.556 -2.999 1.798
C 0.450 -2.122 0.574
C -0.760 -1.655 0.074
C -0.736 -0.590 -0.828
C 0.455 -0.169 -1.401
O 0.473 0.842 -2.316
C 1.633 -0.843 -1.119
C 1.602 -1.869 -0.178
H 1.169 -2.513 2.557
H 1.125 -3.916 1.586
H -0.410 -3.295 2.189
H -1.731 -2.028 0.380
H -1.655 -0.099 -1.120
H -0.427 1.182 -2.463
H 2.547 -0.673 -1.663
H 2.463 -2.497 -0.004
C -1.287 1.938 0.916
C -1.058 2.759 -0.320
N 0.114 3.452 -0.323
O -1.786 2.752 -1.302
H -1.895 1.052 0.835
H -1.817 2.513 1.685
H -0.325 1.612 1.295
H 0.441 3.884 -1.179
H 0.859 3.283 0.328
*
```

Values from the calculation:
Orbital gap = 9.03 eV
Total energy = -15129.284 eV
HOMO = -8.23 eV
SMILES = Cc1ccc(O)cc1.CC(N)=O
Energy relative to the best compared isomer or geometry (same formula, charge and spin) = 0.348 eV
Molar mass = 167.21 g/mol

Löwdin population analysis, charges in e, atoms 1 to 8: atom 1 (C): -0.06, atom 2 (C): -0.29, atom 3 (C): -0.04, atom 4 (C): -0.05, atom 5 (C): -0.33, atom 6 (O): 0.04, atom 7 (C): -0.01, atom 8 (C): -0.05

3.
Entry from the Open Molecules 2025 dataset: a structure of composition C2H4HgO in a non-equilibrium geometry (ωB97M-V/def2-TZVPD).

ORCA input file:
```
! RIJCOSX wB97M-V def2-TZVPD def2/J DEFGRID3
* xyz 0 1
H -0.803 -0.493 2.186
Hg -1.346 0.890 1.222
C -0.127 0.536 -0.588
H -0.928 0.445 -1.335
H 0.477 1.453 -0.636
C 0.642 -0.647 -0.386
O 0.566 -1.411 0.599
H 1.519 -0.773 -1.062
*
```

Values from the calculation:
Orbital gap = 6.69 eV
Total energy = -8356.957 eV
HOMO = -7.81 eV
Energy relative to the best compared isomer or geometry (same formula, charge and spin) = 0.607 eV
Molar mass = 244.64 g/mol

From a Löwdin analysis of the wavefunction, the atomic charges in e read: atom 1 (H): -0.09, atom 2 (Hg): 0.81, atom 3 (C): -0.37, atom 4 (H): 0.03, atom 5 (H): 0.03, atom 6 (C): -0.41, atom 7 (O): -0.11, atom 8 (H): 0.11

4.
Entry from the Open Molecules 2025 dataset: an isolated molecule of O3 in a non-equilibrium geometry (ωB97M-V/def2-TZVPD).

ORCA input file:
```
! RIJCOSX wB97M-V def2-TZVPD def2/J DEFGRID3
* xyz 0 1
O -0.721 -0.624 0.539
O 0.731 0.794 -0.187
O -0.010 -0.170 -0.353
*
```

Values from the calculation:
Orbital gap = 9.71 eV
Total energy = -6134.899 eV
HOMO = -12.03 eV
Energy relative to the best compared isomer or geometry (same formula, charge and spin) = 0.056 eV
Molar mass = 48.00 g/mol

From a Löwdin analysis of the wavefunction, the atomic charges in e read: atom 1 (O): 0.07, atom 2 (O): 0.07, atom 3 (O): -0.13

5.
Entry from the Open Molecules 2025 dataset: the ion C5H14N with charge +1 in a non-equilibrium geometry (ωB97M-V/def2-TZVPD).

ORCA input file:
```
! RIJCOSX wB97M-V def2-TZVPD def2/J DEFGRID3
* xyz 1 1
C -0.551 -2.327 -0.374
C -0.470 -0.809 -0.495
C -1.426 -0.155 0.538
C 0.898 -0.179 -0.297
C 0.997 1.270 -0.590
N 0.777 2.107 0.746
H -0.383 -2.714 -1.300
H -1.622 -2.632 0.042
H 0.229 -2.934 0.167
H -0.890 -0.672 -1.544
H -1.057 0.812 0.920
H -2.412 0.015 0.154
H -1.609 -0.815 1.375
H 1.365 -0.578 0.694
H 1.652 -0.675 -0.994
H 0.244 1.576 -1.428
H 2.031 1.613 -0.862
H 1.266 3.114 0.717
H -0.151 2.364 0.856
H 1.113 1.619 1.677
*
```

Values from the calculation:
Orbital gap = 11.10 eV
Total energy = -6894.099 eV
HOMO = -14.89 eV
SMILES = CC(C)CC[NH3+]
Energy relative to the best compared isomer or geometry (same formula, charge and spin) = 1.763 eV
Molar mass = 88.17 g/mol

Löwdin population analysis, charges in e, atoms 1 to 8: atom 1 (C): -0.08, atom 2 (C): -0.43, atom 3 (C): -0.06, atom 4 (C): -0.23, atom 5 (C): -0.12, atom 6 (N): 0.14, atom 7 (H): 0.03, atom 8 (H): 0.14

6.
Entry from the Open Molecules 2025 dataset: a structure of composition C9H9NO4RuTe (ωB97M-V/def2-TZVPD).

ORCA input file:
```
! RIJCOSX wB97M-V def2-TZVPD def2/J DEFGRID3
* xyz 2 5
Ru 1.555 0.192 -1.461
O 3.767 -2.763 -0.068
C 3.032 -1.856 -0.173
O 2.573 -1.351 -1.393
C 2.417 -1.051 0.952
C 2.592 -1.210 2.310
C 1.890 -0.348 3.159
C 1.025 0.623 2.654
C 0.910 0.732 1.281
N 1.609 -0.093 0.506
C 0.002 1.586 0.402
O -1.114 1.894 0.676
O 0.591 1.744 -0.798
H 3.255 -1.978 2.685
H 2.015 -0.446 4.229
H 0.455 1.276 3.301
C -2.676 1.756 -2.764
Te -1.652 -0.004 -2.189
C -3.245 -1.079 -1.303
H -3.657 1.478 -3.142
H -2.082 2.264 -3.519
H -2.757 2.366 -1.863
H -3.588 -0.504 -0.442
H -2.873 -2.055 -1.002
H -4.045 -1.173 -2.036
*
```

Values from the calculation:
Orbital gap (alpha / beta) = 8.64 / 7.07 eV
Total energy = -29014.124 eV
HOMO (alpha / beta) = -17.73 / -17.73 eV
Energy relative to the best compared isomer or geometry (same formula, charge and spin) = 0.476 eV
Molar mass = 423.84 g/mol

Löwdin population analysis, charges in e, atoms 1 to 8: atom 1 (Ru): 1.45, atom 2 (O): 0.25, atom 3 (C): -0.43, atom 4 (O): -0.20, atom 5 (C): -0.13, atom 6 (C): 0.09, atom 7 (C): 0.05, atom 8 (C): 0.08